{"formula": "C31H81N5O12", "method": "the ωB97M-V functional and the def2-TZVPD basis", "symbols": ["C", "O", "C", "C", "N", "C", "C", "O", "C", "H", "H", "H", "H", "H", "H", "H", "H", "H", "H", "H", "H", "H", "H", "H", "C", "O", "C", "C", "N", "C", "C", "O", "C", "H", "H", "H", "H", "H", "H", "H", "H", "H", "H", "H", "H", "H", "H", "H", "C", "O", "C", "C", "N", "C", "C", "O", "C", "H", "H", "H", "H", "H", "H", "H", "H", "H", "H", "H", "H", "H", "H", "H", "C", "O", "C", "C", "N", "C", "C", "O", "C", "H", "H", "H", "H", "H", "H", "H", "H", "H", "H", "H", "H", "H", "H", "H", "C", "O", "C", "C", "N", "C", "C", "O", "C", "H", "H", "H", "H", "H", "H", "H", "H", "H", "H", "H", "H", "H", "H", "H", "C", "O", "H", "H", "H", "H", "O", "H", "H"], "positions_angstrom": [[-2.470, 1.062, -7.350], [-1.963, 0.284, -6.276], [-0.765, -0.451, -6.633], [-0.271, -1.312, -5.468], [-0.487, -0.516, -4.215], [-0.274, -1.420, -3.049], [-0.780, -0.656, -1.782], [-0.393, -1.265, -0.553], [-1.070, -2.444, -0.092], [-1.818, 1.924, -7.486], [-3.416, 1.489, -7.018], [-2.535, 0.304, -8.131], [0.056, 0.228, -6.863], [-0.946, -1.022, -7.544], [0.794, -1.522, -5.574], [-0.870, -2.219, -5.559], [-1.464, -0.332, -4.391], [0.787, -1.619, -2.895], [-0.779, -2.386, -3.043], [-1.847, -0.435, -1.750], [-0.265, 0.295, -1.649], [-0.628, -3.303, -0.598], [-2.157, -2.385, -0.139], [-0.834, -2.501, 0.970], [3.300, -6.640, 1.566], [2.666, -5.417, 1.862], [2.854, -4.498, 0.764], [2.245, -3.127, 1.137], [3.037, -2.306, 1.989], [2.482, -1.008, 2.346], [1.357, -1.213, 3.382], [1.932, -1.847, 4.523], [0.920, -2.179, 5.437], [4.369, -6.500, 1.728], [3.017, -7.115, 0.627], [2.986, -7.291, 2.382], [2.394, -4.911, -0.134], [3.912, -4.345, 0.555], [1.200, -3.214, 1.432], [2.159, -2.555, 0.213], [3.177, -2.901, 2.794], [2.126, -0.491, 1.455], [3.300, -0.393, 2.723], [0.519, -1.751, 2.940], [1.026, -0.244, 3.756], [0.056, -2.723, 5.057], [0.465, -1.292, 5.879], [1.342, -2.830, 6.203], [-2.170, -3.926, 3.399], [-3.249, -3.096, 2.850], [-3.052, -1.698, 3.231], [-3.882, -0.788, 2.366], [-5.327, -0.988, 2.502], [-6.011, -0.164, 1.485], [-7.486, -0.597, 1.382], [-7.551, -1.821, 0.654], [-8.888, -2.269, 0.412], [-1.168, -3.602, 3.118], [-2.200, -4.927, 2.969], [-2.218, -4.137, 4.467], [-2.009, -1.453, 3.430], [-3.391, -1.554, 4.257], [-3.568, -0.913, 1.330], [-3.624, 0.256, 2.545], [-5.362, -1.974, 2.288], [-5.597, -0.280, 0.483], [-5.922, 0.912, 1.640], [-8.146, 0.163, 0.966], [-7.944, -0.718, 2.363], [-8.837, -3.188, -0.171], [-9.642, -1.623, -0.038], [-9.382, -2.599, 1.326], [0.258, 3.646, -1.073], [0.489, 3.665, 0.334], [-0.160, 4.744, 0.963], [-0.106, 4.418, 2.516], [-0.901, 3.244, 2.867], [-0.587, 2.705, 4.186], [-1.601, 1.647, 4.602], [-1.095, 1.159, 5.798], [-1.990, 0.396, 6.681], [-0.822, 3.618, -1.218], [0.700, 2.736, -1.479], [0.649, 4.480, -1.655], [-1.191, 4.894, 0.646], [0.397, 5.676, 0.857], [-0.243, 5.285, 3.163], [0.941, 4.172, 2.694], [-0.749, 2.515, 2.185], [-0.642, 3.549, 4.874], [0.436, 2.329, 4.219], [-1.838, 0.835, 3.914], [-2.536, 2.176, 4.788], [-2.875, 1.027, 6.772], [-1.512, 0.125, 7.623], [-2.269, -0.468, 6.079], [9.846, 2.154, -5.123], [8.609, 2.297, -4.481], [7.514, 2.024, -5.389], [6.283, 2.908, -5.089], [5.672, 2.442, -3.802], [4.538, 3.242, -3.293], [3.974, 2.579, -1.989], [3.267, 1.311, -2.250], [2.868, 0.582, -1.112], [10.663, 2.115, -4.402], [9.946, 2.920, -5.891], [10.028, 1.292, -5.765], [7.400, 0.940, -5.407], [7.704, 2.264, -6.435], [5.478, 2.847, -5.821], [6.579, 3.953, -4.997], [5.421, 1.489, -4.020], [3.771, 3.350, -4.059], [4.850, 4.271, -3.116], [3.221, 3.260, -1.593], [4.765, 2.416, -1.257], [2.709, -0.452, -1.419], [1.921, 0.973, -0.742], [3.585, 0.525, -0.293], [-3.743, 2.732, 0.646], [-2.832, 2.127, -0.225], [-3.904, 2.158, 1.558], [-3.371, 3.715, 0.935], [-4.723, 2.695, 0.168], [-3.238, 1.764, -1.015], [-1.148, 0.807, 1.243], [-1.667, 1.365, 0.664], [-0.557, 0.335, 0.657]], "mulliken_charge": [-0.717, -0.364, -0.584, -0.663, -0.174, -0.908, -0.443, 0.748, -0.452, 0.284, 0.229, 0.310, 0.328, 0.462, 0.351, 0.303, 0.280, 0.253, 0.472, 0.413, -0.261, 0.335, 0.438, -0.620, -0.840, -0.275, -0.901, 0.807, -0.346, -0.197, 0.842, -0.539, -0.574, 0.337, 0.315, 0.240, 0.413, 0.377, -0.377, -0.159, 0.376, -0.410, 0.394, -0.717, 0.358, 0.058, 0.257, 0.386, -0.436, -0.410, 0.296, 0.130, -0.397, -0.146, -0.872, -0.284, -0.845, -0.116, 0.312, 0.375, -0.262, 0.405, -0.075, -0.327, 0.344, 0.220, 0.301, 0.525, 0.382, 0.271, 0.315, 0.338, -0.622, -0.113, -0.722, -0.662, 0.138, -0.866, 0.129, -0.392, -0.616, 0.256, 0.088, 0.326, 0.278, 0.414, 0.445, 0.387, -0.169, 0.445, 0.321, -0.528, 0.658, 0.383, 0.236, 0.111, -0.799, -0.313, -0.529, -0.816, -0.224, -0.842, -0.250, -0.361, -0.447, 0.267, 0.324, 0.325, 0.359, 0.406, 0.433, 0.349, 0.194, 0.356, 0.393, 0.175, 0.364, 0.142, -0.085, 0.503, -0.445, -0.393, -0.016, 0.152, 0.420, 0.181, 0.956, 0.004, -0.597], "mol_weight_g_mol": 716.01, "e_lumo_ev": 0.32, "de_lowest_ev": 0.000, "smiles": "COCCNCCOC.COCCNCCOC.COCCNCCOC.COCCNCCOC.COCCNCCOC.CO.O", "orbital_gap_ev": 8.49, "homo_energy_ev": -8.17, "max_force_ev_per_a": 2.93}


{"formula": "C31H82FeO11", "method": "the ωB97M-V functional and the def2-TZVPD basis", "symbols": ["Fe", "C", "C", "O", "H", "H", "H", "H", "H", "C", "C", "O", "H", "H", "H", "H", "H", "C", "C", "C", "O", "H", "H", "H", "H", "H", "H", "H", "H", "C", "C", "C", "O", "H", "H", "H", "H", "H", "H", "H", "H", "C", "C", "C", "O", "H", "H", "H", "H", "H", "H", "H", "H", "C", "C", "C", "O", "H", "H", "H", "H", "H", "H", "H", "H", "C", "C", "C", "O", "H", "H", "H", "H", "H", "H", "H", "H", "C", "C", "C", "O", "H", "H", "H", "H", "H", "H", "H", "H", "C", "C", "C", "O", "H", "H", "H", "H", "H", "H", "H", "H", "C", "C", "C", "O", "H", "H", "H", "H", "H", "H", "H", "H", "C", "C", "C", "O", "H", "H", "H", "H", "H", "H", "H", "H"], "positions_angstrom": [[3.137, 2.527, -0.894], [0.024, -0.275, 0.882], [0.262, 1.042, 0.119], [1.601, 1.508, 0.038], [0.662, -0.302, 1.766], [0.385, -1.101, 0.269], [-1.031, -0.482, 1.063], [-0.468, 1.738, 0.532], [-0.121, 0.889, -0.890], [0.612, 1.643, -3.957], [1.696, 2.733, -3.920], [2.280, 2.934, -2.684], [0.148, 1.577, -4.942], [-0.205, 1.895, -3.281], [0.997, 0.651, -3.721], [1.268, 3.648, -4.330], [2.447, 2.497, -4.673], [-1.390, -5.823, -1.679], [-0.996, -4.480, -2.275], [0.481, -4.061, -1.940], [-0.951, -4.655, -3.648], [-0.702, -6.624, -1.947], [-2.382, -6.128, -2.013], [-1.419, -5.776, -0.590], [-1.746, -3.741, -1.996], [0.763, -3.214, -2.565], [1.200, -4.857, -2.133], [0.477, -3.706, -0.909], [-1.356, -3.872, -4.028], [-2.676, 4.311, -0.733], [-2.537, 3.983, -2.191], [-3.535, 2.922, -2.773], [-2.867, 5.191, -2.849], [-2.093, 5.141, -0.334], [-2.401, 3.452, -0.120], [-3.740, 4.447, -0.540], [-1.523, 3.718, -2.487], [-4.558, 3.284, -2.673], [-3.424, 1.949, -2.293], [-3.337, 2.793, -3.838], [-3.813, 5.256, -2.700], [3.969, -0.679, -3.449], [3.426, -0.290, -2.103], [3.532, -1.349, -1.024], [4.174, 0.837, -1.680], [3.496, -1.575, -3.849], [5.035, -0.907, -3.452], [3.797, 0.078, -4.214], [2.374, -0.038, -2.232], [4.574, -1.574, -0.799], [2.979, -2.221, -1.376], [2.987, -1.147, -0.102], [5.106, 0.669, -1.841], [3.447, 5.728, 1.698], [2.387, 4.745, 1.145], [0.962, 5.235, 1.191], [2.731, 4.464, -0.201], [3.391, 6.683, 1.175], [4.390, 5.191, 1.595], [3.344, 5.880, 2.773], [2.393, 3.800, 1.689], [0.307, 4.739, 0.476], [0.949, 6.289, 0.914], [0.494, 5.227, 2.175], [2.561, 5.279, -0.678], [-1.653, -0.842, -3.592], [-2.986, -1.416, -4.123], [-3.488, -0.589, -5.390], [-2.684, -2.722, -4.555], [-1.747, 0.189, -3.250], [-0.930, -0.840, -4.408], [-1.203, -1.399, -2.770], [-3.768, -1.502, -3.368], [-4.245, -1.205, -5.874], [-2.719, -0.334, -6.120], [-4.008, 0.346, -5.178], [-3.383, -3.072, -5.112], [-0.447, 0.095, 4.368], [0.344, -0.705, 5.389], [1.266, 0.243, 6.263], [-0.605, -1.362, 6.193], [0.092, 0.835, 3.777], [-1.126, 0.675, 4.993], [-1.072, -0.502, 3.703], [1.015, -1.374, 4.851], [1.922, 0.880, 5.669], [1.932, -0.271, 6.956], [0.678, 0.808, 6.986], [-0.082, -1.923, 6.771], [-2.334, -3.398, 3.043], [-1.532, -4.395, 2.213], [-0.025, -4.149, 2.339], [-1.820, -5.702, 2.540], [-1.999, -3.638, 4.052], [-3.402, -3.522, 2.864], [-1.991, -2.380, 2.856], [-1.782, -4.183, 1.174], [0.522, -4.808, 1.665], [0.365, -4.458, 3.308], [0.163, -3.080, 2.240], [-2.752, -5.871, 2.381], [-4.358, 0.167, 2.167], [-4.696, -0.409, 0.758], [-3.452, -0.845, -0.090], [-5.461, -1.579, 0.904], [-5.275, 0.408, 2.705], [-3.741, 1.058, 2.279], [-3.869, -0.611, 2.753], [-5.256, 0.333, 0.189], [-2.879, -1.575, 0.482], [-2.831, -0.007, -0.407], [-3.701, -1.264, -1.064], [-5.743, -1.753, 0.003], [3.280, 0.078, 2.975], [4.584, 0.491, 3.555], [5.840, -0.123, 2.843], [4.605, 1.898, 3.483], [2.394, 0.435, 3.501], [3.232, -1.011, 2.982], [3.178, 0.469, 1.962], [4.571, 0.241, 4.616], [5.733, -1.196, 2.682], [6.744, 0.049, 3.427], [6.009, 0.427, 1.917], [4.595, 2.192, 2.570]], "lowdin_spin": [4.688, 0.007, 0.030, 0.314, 0.000, 0.000, 0.001, 0.005, 0.004, 0.007, 0.034, 0.308, 0.001, 0.000, 0.000, 0.008, 0.005, 0.000, 0.000, 0.000, 0.000, 0.000, 0.000, 0.000, 0.000, 0.000, 0.000, 0.000, 0.000, 0.000, 0.000, 0.000, 0.000, 0.000, 0.000, 0.000, 0.000, 0.000, 0.000, 0.000, 0.000, 0.006, 0.016, 0.005, 0.183, 0.002, 0.001, 0.000, 0.000, 0.001, 0.001, 0.000, 0.029, 0.011, 0.033, 0.006, 0.174, 0.001, 0.010, 0.001, 0.013, 0.001, 0.001, 0.002, 0.011, 0.000, 0.000, 0.000, 0.000, 0.000, 0.000, 0.000, 0.000, 0.000, 0.000, 0.000, 0.000, 0.000, 0.000, 0.000, 0.000, 0.000, 0.000, 0.000, 0.000, 0.000, 0.000, 0.000, 0.000, 0.000, 0.000, 0.000, 0.000, 0.000, 0.000, 0.000, 0.000, 0.000, 0.000, 0.000, 0.000, 0.000, 0.000, 0.000, 0.000, 0.000, 0.000, 0.000, 0.000, 0.000, 0.000, 0.000, 0.000, 0.006, 0.002, 0.004, 0.020, 0.000, 0.000, 0.009, 0.001, 0.000, 0.000, 0.007, 0.027], "spin_multiplicity": 7, "mol_weight_g_mol": 686.83, "e_lumo_ev": [0.35, -1.22], "de_lowest_ev": 0.000, "orbital_gap_ev": [5.34, 7.69], "homo_energy_ev": [-5.00, -8.91], "max_force_ev_per_a": 3.64}